Record 1
# C3H5N3OS

C3H5N3OS in the gas phase (the ωB97M-V functional and the def2-TZVPD basis, OMol25).

Computed properties:
**E_tot**: -20544.5313 eV
**ΔE to the lowest compared entry with this formula, charge and spin**: 1.128 eV
**Multiplicity**: 1
**Molecular weight**: 131.16 g mol⁻¹
**Orbital gap**: 8.5 eV
**SMILES**: [H]/N=C/NC(=S)NC=O

The geometry in XYZ format:
```
13
Properties=species:S:1:pos:R:3:lowdin_charge:R:1
H -3.72 0.89 -0.16 0.077
N -2.66 0.93 -0.24 0.081
C -2.15 -0.11 0.25 -0.313
N -0.78 -0.39 0.25 -0.001
C 0.29 0.44 -0.03 -0.840
S 0.28 2.07 -0.01 0.754
N 1.41 -0.36 -0.31 0.026
C 2.75 -0.04 -0.14 -0.349
O 3.21 0.92 0.41 0.039
H -2.70 -0.94 0.71 0.116
H -0.55 -1.32 0.59 0.137
H 1.23 -1.26 -0.75 0.137
H 3.40 -0.85 -0.57 0.135
```

---

Record 2
# C44H35FeN3O4P2S2SbSe2

A molecular structure, C44H35FeN3O4P2S2SbSe2 (the ωB97M-V functional and the def2-TZVPD basis, OMol25).

Computed properties:
**E_tot**: -270723.0345 eV
**ΔE to the lowest compared entry with this formula, charge and spin**: 0.000 eV
**Multiplicity**: 2
**Molecular weight**: 1131.39 g mol⁻¹
**Orbital gap (alpha / beta)**: 7.3 / 7.6 eV

The geometry in XYZ format:
```
94
Properties=species:S:1:pos:R:3:lowdin_charge:R:1
Fe 0.08 2.25 0.65 0.006
Se -0.34 -4.20 1.01 0.303
P -1.61 -3.18 -0.32 0.526
C -1.48 -3.76 -2.03 -0.345
C -2.60 -4.01 -2.82 -0.070
C -2.44 -4.46 -4.12 -0.079
C -1.17 -4.67 -4.64 -0.082
C -0.05 -4.43 -3.85 -0.076
C -0.20 -3.98 -2.55 -0.111
C -3.37 -3.29 0.09 -0.373
C -4.25 -2.28 -0.29 -0.098
C -5.59 -2.37 0.04 -0.071
C -6.06 -3.47 0.73 -0.073
C -5.19 -4.49 1.10 -0.076
C -3.85 -4.40 0.79 -0.109
C -1.23 -1.42 -0.43 -0.396
C -1.28 -0.35 0.46 -0.403
N -0.61 0.65 -0.15 -0.168
N -0.20 0.25 -1.33 0.020
N -0.56 -0.99 -1.52 0.045
P -2.04 0.04 2.01 0.733
Se -1.01 1.82 2.70 0.608
C -1.92 -1.34 3.16 -0.347
C -0.75 -1.49 3.89 -0.097
C -0.60 -2.59 4.71 -0.071
C -1.62 -3.53 4.82 -0.070
C -2.80 -3.36 4.10 -0.072
C -2.95 -2.27 3.26 -0.100
C -3.76 0.46 1.69 -0.349
C -4.08 1.00 0.45 -0.086
C -5.36 1.45 0.20 -0.064
C -6.33 1.36 1.18 -0.075
C -6.02 0.83 2.43 -0.069
C -4.73 0.39 2.69 -0.081
H -3.59 -3.85 -2.43 0.099
H -3.31 -4.66 -4.73 0.103
H -1.05 -5.03 -5.65 0.103
H 0.94 -4.60 -4.24 0.104
H 0.66 -3.81 -1.92 0.085
H -3.88 -1.42 -0.84 0.104
H -6.27 -1.57 -0.24 0.104
H -7.11 -3.54 0.99 0.105
H -5.56 -5.35 1.64 0.106
H -3.14 -5.16 1.09 0.079
H 0.04 -0.76 3.80 0.084
H 0.31 -2.73 5.27 0.110
H -1.50 -4.38 5.47 0.109
H -3.59 -4.10 4.17 0.109
H -3.86 -2.16 2.68 0.094
H -3.31 1.10 -0.31 0.112
H -5.60 1.89 -0.76 0.113
H -7.34 1.71 0.99 0.107
H -6.77 0.77 3.20 0.107
H -4.48 0.00 3.67 0.111
S 1.97 1.24 1.35 0.292
Sb 3.33 2.28 -0.21 1.423
C 3.67 4.34 -0.04 -0.334
C 4.42 4.76 1.06 -0.120
C 4.68 6.12 1.23 -0.072
C 4.20 7.03 0.31 -0.071
C 3.46 6.61 -0.78 -0.061
C 3.18 5.26 -0.96 -0.124
C 3.07 1.48 -2.13 -0.339
C 2.77 0.13 -2.20 -0.137
C 2.60 -0.47 -3.44 -0.073
C 2.74 0.28 -4.60 -0.074
C 3.06 1.63 -4.52 -0.077
C 3.23 2.24 -3.29 -0.105
C 5.22 1.51 0.35 -0.351
C 5.31 0.28 0.99 -0.131
C 6.55 -0.26 1.29 -0.080
C 7.71 0.42 0.94 -0.083
C 7.63 1.65 0.30 -0.081
C 6.39 2.20 0.00 -0.123
H 4.79 4.05 1.78 0.106
H 5.24 6.45 2.09 0.106
H 4.40 8.09 0.45 0.106
H 3.06 7.33 -1.49 0.113
H 2.56 4.94 -1.78 0.089
H 2.64 -0.46 -1.30 0.090
H 2.33 -1.51 -3.50 0.101
H 2.60 -0.18 -5.56 0.104
H 3.17 2.22 -5.43 0.105
H 3.47 3.29 -3.23 0.095
H 4.41 -0.25 1.26 0.070
H 6.62 -1.22 1.79 0.105
H 8.68 0.00 1.18 0.104
H 8.53 2.19 0.03 0.105
H 6.33 3.16 -0.50 0.100
O -1.25 3.52 -0.25 -0.334
S 0.06 4.25 -0.33 0.348
O 0.08 5.53 -0.94 -0.232
O 0.95 3.17 -0.97 -0.457
O 0.54 4.14 1.10 -0.382
```

---

Record 3
# C19H16ClIN6O6Ru

A molecular structure, C19H16ClIN6O6Ru (the ωB97M-V functional and the def2-TZVPD basis, OMol25).

Computed properties:
**E_tot**: -64391.0314 eV
**ΔE to the lowest compared entry with this formula, charge and spin**: 0.859 eV
**Charge**: +1
**Multiplicity**: 2
**Molecular weight**: 687.80 g mol⁻¹
**Orbital gap (alpha / beta)**: 7.5 / 5.2 eV

The geometry in XYZ format:
```
50
Properties=species:S:1:pos:R:3:lowdin_charge:R:1
Ru 0.60 -0.12 0.10 1.294
Cl -6.10 1.15 -0.36 0.797
C -4.60 0.39 -0.12 -0.572
C -4.54 -0.99 -0.05 -0.152
C -3.33 -1.65 0.11 -0.647
I -3.25 -3.69 0.14 1.058
C -2.12 -0.90 0.22 -0.432
O -0.97 -1.40 0.30 -0.118
C -2.21 0.53 0.21 -0.209
N -1.02 1.15 0.37 -0.022
C -1.00 2.46 0.24 -0.066
C -2.15 3.22 0.00 -0.003
C -3.36 2.59 -0.11 0.020
C -3.41 1.20 0.00 -0.159
H -5.46 -1.55 -0.15 0.104
H -0.03 2.93 0.37 0.126
H -2.06 4.29 -0.10 0.122
H -4.27 3.16 -0.28 0.110
C -1.18 -0.10 3.53 0.035
C 0.28 -0.16 3.28 -0.286
N 0.92 -0.18 2.12 0.022
C 2.27 -0.28 2.41 -0.122
C 2.45 -0.31 3.75 -0.055
N 1.19 -0.23 4.28 0.196
C 3.60 -0.37 4.69 -0.467
O 4.81 -0.45 4.16 0.163
O 3.38 -0.34 5.88 0.134
C 3.20 -0.43 1.30 -0.515
O 4.41 -0.54 1.45 0.109
O 2.60 -0.44 0.13 -0.191
H -1.72 -0.12 2.60 0.052
H -1.44 0.81 4.08 0.100
H -1.50 -0.95 4.13 0.102
H 1.03 -0.23 5.28 0.185
H 4.77 -0.50 3.17 0.087
C 2.14 -1.08 -5.26 -0.007
N 1.35 -0.57 -4.16 -0.088
C 0.01 -0.02 -4.27 -0.021
C -0.32 0.27 -2.82 -0.435
O -1.38 0.70 -2.43 0.089
N 0.78 -0.08 -2.03 0.036
C 1.72 -0.56 -2.88 -0.385
N 2.91 -0.98 -2.48 0.233
H 1.47 -1.30 -6.09 0.099
H 2.62 -2.02 -4.98 0.095
H 2.89 -0.37 -5.59 0.101
H -0.69 -0.73 -4.71 0.145
H -0.01 0.91 -4.86 0.146
H 3.13 -0.88 -1.48 0.077
H 3.60 -1.27 -3.13 0.117
```